No. 1
Computed, not measured: a structure of composition C27H45MnN3O4Sb, with ωB97M-V with the def2-TZVPD basis set.

Output
Electronic energy ... -79220.1504 eV
Spin multiplicity ... 4
Charge ... +3
Orbital gap (spin up / spin down) ... 8.0 / 7.9 eV

CARTESIAN COORDINATES (ANGSTROEM)
Sb1 3.9116 -3.2706 -0.0452
Mn1 0.9642 0.9553 -0.2349
O1 2.3952 1.8835 0.7323
O2 2.4807 0.2038 -1.6003
O3 2.8761 -1.4384 -0.2405
O4 4.1807 -1.0927 -1.9263
N1 -0.4365 2.3465 0.0093
N2 -0.6486 -0.1523 -0.6675
N3 3.2121 -0.7401 -1.3139
C1 -3.0291 -0.2144 -0.4635
C2 3.2863 2.7230 0.9107
C3 -0.6843 -1.4475 -1.0211
C4 4.5391 -5.3793 -2.1043
C5 -3.5869 6.1812 -0.7106
C6 2.8481 -3.8758 1.6783
C7 3.4270 -4.3764 -1.7955
C8 -5.1050 4.4281 0.2186
C9 -1.8479 -2.1689 -1.1125
C10 -0.2404 3.6578 0.2225
C11 -4.3646 -2.3559 -0.8815
C12 -2.5982 4.1211 0.2469
C13 3.2275 -5.3163 2.0366
C14 -3.7438 5.1044 0.3775
C15 -1.2722 4.5560 0.3401
C16 -4.3355 -3.3679 0.2789
C17 6.0298 -1.9239 1.6561
C18 -3.6629 5.7545 1.7698
C19 -5.5966 -1.4622 -0.7395
C20 5.9236 -2.7414 0.3744
C21 -1.7085 1.9041 -0.0965
C22 -4.4392 -3.1062 -2.2221
C23 4.0116 2.7755 2.2057
C24 3.6373 3.7062 -0.1495
C25 -1.8253 0.4633 -0.4075
C26 -3.0754 -1.5615 -0.8206
C27 -2.7885 2.7560 0.0211
H1 4.7095 3.9007 -0.1626
H2 -5.2415 -3.9735 0.2490
H3 4.0136 3.7996 2.5859
H4 6.4477 -3.6981 0.4481
H5 -5.2812 3.6758 0.9909
H6 -5.2220 3.9691 -0.7657
H7 5.0623 2.5262 2.0319
H8 3.5768 2.1015 2.9382
H9 3.1023 -3.1741 2.4732
H10 -1.8049 -3.2036 -1.4210
H11 -4.4694 6.4804 1.8715
H12 -5.8885 5.1781 0.3175
H13 1.7869 -3.7717 1.4517
H14 -3.7751 5.0123 2.5620
H15 6.2967 -2.2212 -0.5080
H16 -3.5996 5.7426 -1.7098
H17 4.6914 -6.0946 -1.2949
H18 3.2911 3.3887 -1.1307
H19 4.2968 -5.4292 2.2238
H20 4.2528 -5.9485 -2.9886
H21 5.4868 -0.9805 1.5862
H22 0.7884 3.9830 0.2930
H23 -5.6425 -0.7041 -1.5245
H24 5.6735 -2.4744 2.5267
H25 2.9302 -6.0242 1.2620
H26 2.7118 -5.6013 2.9527
H27 -4.2985 -2.8632 1.2459
H28 -6.4925 -2.0752 -0.8271
H29 3.1648 4.6618 0.1043
H30 -1.0410 5.5993 0.5012
H31 -4.3294 -2.4262 -3.0685
H32 3.2923 -3.6582 -2.6035
H33 0.2704 -1.8974 -1.2631
H34 -3.4817 -4.0438 0.2041
H35 -5.6407 -0.9725 0.2358
H36 -3.7896 2.3686 -0.0800
H37 -5.4120 -3.5896 -2.3066
H38 -2.6662 6.7541 -0.5943
H39 -3.6848 -3.8894 -2.3023
H40 2.4747 -4.8610 -1.5798
H41 5.4842 -4.8839 -2.3262
H42 -3.9442 0.3096 -0.2369
H43 7.0799 -1.6889 1.8313
H44 -2.7226 6.2857 1.9218
H45 -4.4184 6.8821 -0.6402

***

No. 2
Computed, not measured: a cluster of 2 separate species, C10H18OSi in total at a distorted geometry, with ωB97M-V with the def2-TZVPD basis set.

Output
Electronic energy ... -20584.8825 eV
Structure (SMILES) ... CC1=CC(C)=C(C)[C@H]1C.C[SiH]=O
Orbital gap ... 8.4 eV

CARTESIAN COORDINATES (ANGSTROEM)
Si1 -2.7306 -1.2306 -1.0260
O1 -3.8147 -1.9851 -0.2467
C1 1.0831 2.0308 -1.7392
C2 0.3739 -0.4375 1.0151
C3 1.8600 1.5862 1.4408
C4 0.8776 0.9112 -0.7975
C5 0.0273 -0.8737 2.4377
C6 -2.5705 0.6459 -0.9909
C7 0.8964 -0.3884 -1.1798
C8 0.6393 -1.2127 -0.0555
C9 0.5629 -2.7387 -0.1749
C10 0.5914 0.9907 0.7045
H1 1.5467 2.9048 -1.3729
H2 1.5669 2.6163 1.8114
H3 -2.2969 1.0337 -1.9477
H4 0.4200 -1.8929 2.7114
H5 -1.8478 1.0340 -0.1741
H6 1.4454 -3.1711 -0.2236
H7 -1.0800 -0.8121 2.4757
H8 1.6893 1.5690 -2.5543
H9 -0.2035 -2.9808 -0.9099
H10 0.1216 -3.0237 0.8188
H11 1.0186 -0.7896 -2.2415
H12 0.2586 -0.1642 3.1815
H13 -0.3468 1.5266 1.0944
H14 -1.7578 -1.7836 -1.9004
H15 0.2717 2.5410 -2.1701
H16 2.4741 1.8695 0.6477
H17 2.3545 0.9760 2.1514
H18 -3.4305 1.2489 -0.7856

***

No. 3
Computed, not measured: a structure of composition C29H31Br2N4O3Ru at a distorted geometry, with ωB97M-V with the def2-TZVPD basis set.

Output
Electronic energy ... -185342.5252 eV
Spin multiplicity ... 2
Orbital gap (spin up / spin down) ... 5.6 / 5.2 eV

CARTESIAN COORDINATES (ANGSTROEM)
Ru1 1.3464 -2.7873 0.8194
Br1 1.3464 -2.7652 -1.6743
Br2 3.9733 -2.7873 0.9603
O1 4.0397 -2.7873 6.2185
O2 1.3464 -0.7605 0.7973
O3 1.3464 -4.5191 0.8194
N1 -2.8951 -2.1031 0.6582
N2 -8.2806 1.9992 -0.3150
N3 -0.7621 -2.7873 0.8194
N4 1.4873 -2.7873 2.9389
C1 1.3466 3.4070 -4.2637
C2 0.0833 3.1829 0.6928
C3 2.6051 1.4352 -5.1052
C4 -4.0175 -1.2459 0.4548
C5 1.8109 -2.7873 5.3250
C6 3.1905 -2.7873 5.1491
C7 3.7577 -2.7873 3.8828
C8 1.3466 1.8622 -4.3185
C9 -3.8348 0.1077 0.1315
C10 1.3464 -0.1389 -0.3207
C11 0.0882 1.4352 -5.1053
C12 2.8967 -2.7873 2.7951
C13 -6.4262 -0.9017 0.3754
C14 -4.9397 0.9454 -0.0672
C15 1.3464 1.7040 2.2091
C16 1.3465 1.8989 -1.7355
C17 1.3465 1.2892 -0.4359
C18 1.3465 2.2873 0.7754
C19 2.6098 3.1827 0.6929
C20 -1.5963 -3.8358 1.0701
C21 -1.5586 -1.7692 0.5774
C22 -5.3245 -1.7432 0.5750
C23 1.3465 -0.8337 -1.5715
C24 1.0075 -2.7873 4.1964
C25 -6.2374 0.4439 0.0540
C26 -2.9112 -3.4451 0.9781
C27 1.3465 -0.1979 -2.8270
C28 -7.3665 1.3035 -0.1499
C29 1.3466 1.1891 -2.9406
H1 1.3569 -2.7873 6.3087
H2 0.4519 1.1033 2.4069
H3 1.3466 2.9824 -1.7764
H4 4.8338 -2.7873 3.7619
H5 1.3465 -0.8172 -3.7184
H6 2.6618 3.8749 1.5418
H7 1.3467 3.8383 -5.2720
H8 0.0616 0.3558 -5.2909
H9 3.5192 1.6978 -4.5595
H10 0.0465 1.9293 -6.0831
H11 -1.2112 -4.8201 1.3044
H12 -0.8282 2.5734 0.7036
H13 2.6367 3.7991 -0.2114
H14 2.2346 3.7926 -3.7491
H15 2.6468 1.9292 -6.0830
H16 3.5212 2.5732 0.7038
H17 -0.0757 -2.7873 4.2790
H18 0.0314 3.8750 1.5418
H19 1.3464 2.5060 2.9588
H20 0.0565 3.7993 -0.2114
H21 2.2409 1.1033 2.4069
H22 -4.7759 1.9928 -0.3175
H23 -2.8497 0.5530 0.0240
H24 3.5215 -2.7873 7.0406
H25 -5.5291 -2.7808 0.8230
H26 -1.2067 -0.7757 0.3403
H27 0.4587 3.7927 -3.7492
H28 -0.8260 1.6979 -4.5596
H29 -7.4318 -1.3085 0.4737
H30 -3.8171 -4.0141 1.1145
H31 2.6316 0.3558 -5.2908

***

No. 4
Computed, not measured: a cluster of 2 separate species, C11H23NO5 in total, with ωB97M-V with the def2-TZVPD basis set.

Output
Electronic energy ... -23506.0085 eV
Structure (SMILES) ... NC[C@H]1COC(=O)C1.COCCOCCOC
Orbital gap ... 10.0 eV

CARTESIAN COORDINATES (ANGSTROEM)
O1 -0.8318 -0.2421 -1.6181
O2 -0.9161 3.5418 -1.6598
O3 -0.6605 1.6269 -4.0336
O4 -0.8818 -3.8124 2.0848
O5 1.2724 -3.3446 1.7120
N1 0.6477 -2.3707 5.3208
C1 1.7996 -2.2795 4.4256
C2 0.1156 -0.2613 -2.6696
C3 -1.6663 3.5353 -2.8609
C4 -1.8222 2.1317 -3.3977
C5 0.0408 -1.6144 2.6839
C6 2.1290 -2.1980 1.9154
C7 1.5035 -1.4920 3.1223
C8 0.0180 -3.0293 2.1448
C9 -0.3163 4.7888 -1.3988
C10 0.3695 1.1320 -3.1964
C11 -1.4646 -1.4894 -1.4315
H1 -0.1399 -0.9562 1.8223
H2 -0.7465 -2.2580 -1.1209
H3 -2.1733 1.4580 -2.6130
H4 -0.7089 -1.4333 3.4500
H5 0.9418 -2.5050 6.2785
H6 2.5897 -1.7515 4.9704
H7 0.3485 5.0886 -2.2172
H8 -1.1746 4.1562 -3.6197
H9 -1.9677 -1.8225 -2.3458
H10 0.2704 4.6845 -0.4881
H11 1.0655 -0.6756 -2.3010
H12 0.0290 -3.1328 5.0692
H13 -2.5805 2.1680 -4.1829
H14 1.8532 -0.4589 3.1961
H15 3.1608 -2.5256 2.0450
H16 -0.2394 -0.8966 -3.4900
H17 2.0350 -1.5597 1.0265
H18 -1.0667 5.5739 -1.2484
H19 2.2064 -3.2631 4.1522
H20 1.2535 1.0809 -3.8359
H21 -2.2076 -1.3646 -0.6463
H22 -2.6656 3.9512 -2.6703
H23 0.5806 1.8196 -2.3740

***

No. 5
Computed, not measured: a structure of composition C17H32MnO7PSTe, with ωB97M-V with the def2-TZVPD basis set.

Output
Electronic energy ... -91216.3707 eV
Spin multiplicity ... 6
Charge ... +1
Orbital gap (spin up / spin down) ... 8.3 / 8.4 eV

CARTESIAN COORDINATES (ANGSTROEM)
Te1 -0.6910 -2.6321 3.1792
Mn1 0.1871 -0.6400 1.3249
S1 -0.6337 -1.7186 -1.7470
P1 -0.2632 -0.5248 4.1898
O1 0.3280 -1.5830 -0.5770
O2 -1.7422 0.2683 0.4690
O3 0.7176 1.3490 0.3439
O4 -1.5732 -0.0532 4.9525
O5 0.1818 0.4713 3.1429
O6 0.8889 -0.5668 5.2853
O7 2.4330 -0.5138 1.3403
C1 2.0705 1.3343 -0.1007
C2 3.1101 -1.0829 2.4678
C3 -3.2298 -4.0263 0.3028
C4 2.0544 -1.3531 7.2196
C5 -2.1171 -2.4828 -1.1373
C6 2.8839 0.8094 1.0547
C7 -0.2507 1.7737 -0.6028
C8 -2.9846 0.0326 1.1423
C9 -2.0498 -3.4883 -0.1848
C10 0.7738 -1.4461 6.4298
C11 -3.3306 -2.0063 -1.6111
C12 0.0376 -3.1002 -2.6640
C13 -4.5064 -2.5628 -1.1288
C14 -1.5781 1.2415 5.6127
C15 -4.4530 -3.5659 -0.1705
C16 -2.9508 1.4552 6.1970
C17 -1.5931 1.6311 0.0695
H1 -3.0322 0.6220 2.0609
H2 -3.1968 -4.8026 1.0554
H3 2.2291 -0.3320 7.5569
H4 -3.1891 0.6722 6.9158
H5 2.9206 -0.4866 3.3627
H6 -3.0204 -1.0260 1.3885
H7 2.3911 2.3453 -0.3644
H8 -2.9882 2.4174 6.7078
H9 2.9024 -1.6726 6.6147
H10 -0.8084 1.2404 6.3869
H11 0.9950 -2.7828 -3.0725
H12 2.7361 1.4408 1.9365
H13 -0.1960 1.1498 -1.5005
H14 -0.6530 -3.3477 -3.4690
H15 -2.3946 1.9034 -0.6232
H16 -1.0889 -3.8250 0.1839
H17 -5.3703 -3.9921 0.2130
H18 -5.4610 -2.2063 -1.4915
H19 -0.0767 2.8158 -0.8844
H20 -3.8155 0.2946 0.4845
H21 -3.3551 -1.2049 -2.3404
H22 3.9454 0.7890 0.7948
H23 1.9932 -2.0003 8.0945
H24 -1.3238 2.0047 4.8755
H25 -1.6466 2.2761 0.9521
H26 -3.7084 1.4493 5.4139
H27 -0.0891 -1.1354 7.0227
H28 0.1672 -3.9447 -1.9896
H29 4.1810 -1.1324 2.2640
H30 0.5974 -2.4619 6.0680
H31 2.7113 -2.0846 2.6058
H32 2.1677 0.6790 -0.9725

***

No. 6
Computed, not measured: a cluster of 2 separate species, C4H8O in total at a distorted geometry, with ωB97M-V with the def2-TZVPD basis set.

Output
Electronic energy ... -6322.0676 eV
Structure (SMILES) ... C=C1CO1.C
Orbital gap ... 10.1 eV

CARTESIAN COORDINATES (ANGSTROEM)
O1 -0.1139 0.2732 -1.5512
C1 0.7867 0.0365 -0.5803
C2 0.2310 -1.1140 -1.2205
C3 1.6467 0.6238 0.2255
C4 -1.3840 0.3660 0.9589
H1 2.3689 -0.0164 0.7069
H2 1.6640 1.6954 0.3795
H3 -1.6488 1.3130 0.4800
H4 0.8944 -1.6235 -1.9058
H5 -1.6481 0.3450 2.0069
H6 -1.8906 -0.4444 0.4231
H7 -0.6126 -1.6844 -0.8364
H8 -0.2962 0.2722 0.9777

***

No. 7
Computed, not measured: an isolated molecule of C13H13N3OS at a distorted geometry, with ωB97M-V with the def2-TZVPD basis set.

Output
Electronic energy ... -31043.3310 eV
Structure (SMILES) ... CN(C(=S)Nc1cccnc1)c1ccc(O)cc1
Orbital gap ... 7.8 eV

CARTESIAN COORDINATES (ANGSTROEM)
S1 2.1980 -2.3236 0.3351
O1 2.1089 1.9420 -4.6360
N1 1.1107 0.1065 0.4701
N2 -3.2846 -1.9844 2.9430
N3 0.0463 -1.7855 1.5076
C1 -2.0613 -0.4073 0.9824
C2 1.8530 1.4439 -3.4037
C3 -3.9047 -0.8757 2.5384
C4 0.9749 -1.2349 0.7119
C5 1.0347 0.3289 -3.2873
C6 1.2667 0.5483 -0.8740
C7 -3.2723 -0.1495 1.5023
C8 -2.0576 -2.2575 2.4752
C9 0.9816 1.0196 1.6593
C10 2.0430 1.6835 -1.0672
C11 -1.3482 -1.4785 1.5923
C12 0.7128 -0.0714 -1.9814
C13 2.2893 2.1643 -2.2826
H1 -1.5626 0.2520 0.2530
H2 0.3675 1.8467 1.4854
H3 -1.6172 -3.1997 2.8725
H4 0.3122 -2.7122 1.8930
H5 0.6553 -0.1554 -4.2078
H6 0.6170 0.4141 2.4529
H7 2.7530 3.0772 -2.3165
H8 1.9468 1.2947 -5.3014
H9 2.0211 1.2767 1.9752
H10 -3.7786 0.5982 0.9228
H11 2.4325 2.2158 -0.1545
H12 0.1081 -0.9543 -1.8829
H13 -4.9464 -0.6224 2.8231

***

No. 8
Computed, not measured: an isolated molecule of C7H10O2 at a distorted geometry, with ωB97M-V with the def2-TZVPD basis set.

Output
Electronic energy ... -11506.9962 eV
Structure (SMILES) ... CC1=CO[C@H](C)[C@H]2O[C@H]12
Orbital gap ... 9.7 eV

CARTESIAN COORDINATES (ANGSTROEM)
O1 -0.6476 -1.2052 0.1024
O2 0.0106 2.0630 0.0593
C1 0.6044 0.7688 0.2226
C2 -1.4642 0.0221 0.1408
C3 -0.6278 0.8591 -0.5504
C4 3.0434 0.0945 -0.0872
C5 1.5119 -0.3434 -0.0690
C6 0.8285 -1.4106 -0.1821
C7 -3.0076 -0.2053 -0.1273
H1 -3.3600 -0.8149 1.0083
H2 -3.3434 1.0723 -0.0513
H3 3.8704 -0.7663 -0.4362
H4 1.1980 -2.5261 -0.0376
H5 -0.8835 0.7875 -1.6399
H6 -3.2626 -0.6371 -1.2317
H7 0.4369 0.4690 1.3472
H8 -1.5888 0.3682 1.2811
H9 3.2232 0.4280 0.9832
H10 3.4584 0.9762 -0.7321

***

No. 9
Computed, not measured: a cluster of 14 separate species, C29H47N15O3 in total at a distorted geometry, with ωB97M-V with the def2-TZVPD basis set.

Output
Electronic energy ... -59309.8191 eV
Orbital gap ... 8.2 eV

CARTESIAN COORDINATES (ANGSTROEM)
O1 -2.4407 -2.0512 -3.6380
O2 -3.8111 0.8676 -4.6469
O3 -3.4713 -1.2564 -3.5800
N1 -4.7489 4.0145 -9.8942
N2 1.4943 0.2691 -3.7077
N3 -3.4116 6.2616 -6.3301
N4 1.0028 -6.7733 6.9734
N5 0.3901 -1.2193 -1.6139
N6 2.2272 -3.8454 1.5265
N7 8.7968 -0.4455 0.5829
N8 -2.4645 1.1499 1.0315
N9 3.8408 0.9411 -1.8063
N10 12.5842 -0.1746 5.9349
N11 -6.2018 0.0723 3.4382
N12 3.8997 -1.1436 4.1692
N13 -1.7096 -2.5559 4.2129
N14 -5.3808 5.1647 0.5949
N15 -1.9972 0.8769 -2.9537
C1 2.7364 -1.5373 -0.1554
C2 12.7808 0.0924 4.7183
C3 9.0912 0.2609 3.2564
C4 1.5894 -3.8018 2.6134
C5 -0.2092 -6.4651 6.8119
C6 6.1872 0.6232 -0.3479
C7 0.8207 -3.7492 3.9236
C8 -0.8952 1.4264 -3.8362
C9 8.9302 -0.1252 1.7951
C10 -3.4414 -2.3585 2.0460
C11 -5.2596 2.8647 -9.9794
C12 -2.4948 -2.4664 3.2303
C13 -3.0774 0.1651 -3.7389
C14 -7.4138 0.3805 3.2766
C15 -3.9223 5.1118 -6.4153
C16 3.9491 -2.4392 6.6294
C17 4.9047 0.7970 -1.1450
C18 -3.6765 1.4581 0.8700
C19 -5.8751 1.4788 -10.0821
C20 -8.8748 0.7519 3.0820
C21 -5.1375 1.8295 0.6753
C22 -5.1842 5.4316 -0.6217
C23 -4.5379 3.7259 -6.5179
C24 -1.6702 -6.0937 6.6172
C25 0.1558 0.3073 -4.4114
C26 -4.9473 5.7533 -2.0882
C27 3.9221 -1.7310 5.2847
C28 1.4540 -1.3635 -0.9526
C29 13.0177 0.4141 3.2518
H1 -0.2896 -0.7744 -4.3820
H2 -1.3279 2.0952 -4.7240
H3 -1.7728 -5.0072 6.5496
H4 -0.2567 2.1761 -3.1628
H5 -2.4711 1.7445 -2.5591
H6 -4.0019 5.3142 -2.4182
H7 6.4398 1.5578 0.1603
H8 3.0720 -2.1557 7.2177
H9 -1.7720 -1.7533 -2.9256
H10 0.5689 -4.7624 4.2490
H11 2.6072 -2.3252 0.5917
H12 -0.1024 -3.1779 3.7916
H13 -5.5173 0.8502 -9.2620
H14 -2.8712 -2.2031 1.1260
H15 7.0075 0.3485 -1.0167
H16 -4.2589 3.2636 -7.4688
H17 3.9431 -3.5225 6.4805
H18 -2.0502 -6.5452 5.6967
H19 4.8521 -2.1603 7.1795
H20 13.9632 -0.0251 2.9218
H21 6.0579 -0.1648 0.3993
H22 8.1826 0.0098 3.8106
H23 1.4297 -3.2687 4.6942
H24 2.9891 -0.6027 0.3528
H25 -5.5175 1.3780 -0.2452
H26 -9.2548 0.3003 2.1615
H27 -4.1231 -1.5155 2.1890
H28 -4.9055 6.8368 -2.2301
H29 -5.2401 2.9161 0.6077
H30 1.5306 0.9055 -2.8794
H31 1.7439 -0.6807 -3.3532
H32 13.0595 1.4975 3.1099
H33 9.2737 1.3358 3.3400
H34 3.5568 -1.8120 -0.8243
H35 -5.7300 1.4678 1.5202
H36 0.3876 0.5353 -5.5592
H37 -5.7603 5.3458 -2.6954
H38 -8.9774 1.8384 3.0144
H39 -9.4673 0.3902 3.9269
H40 9.9357 -0.2787 3.6939
H41 -6.9650 1.5498 -10.0269
H42 -2.2626 -6.4554 7.4622
H43 -5.5962 1.0165 -11.0330
H44 -5.6277 3.7969 -6.4627
H45 -4.0265 -3.2774 1.9514
H46 12.2047 0.0065 2.6446
H47 -4.1800 3.0973 -5.6979

***

No. 10
Computed, not measured: a structure of composition C2F6NO3S2Sm at a distorted geometry, with ωB97M-V with the def2-TZVPD basis set.

Output
Electronic energy ... -65583.5156 eV
Spin multiplicity ... 8
Orbital gap (spin up / spin down) ... 5.6 / 9.7 eV

CARTESIAN COORDINATES (ANGSTROEM)
Sm1 -2.1742 0.0966 2.6470
S1 1.2600 -0.8556 0.9545
S2 -1.2124 -0.9468 -0.3979
F1 1.8056 1.3096 -0.4477
F2 -1.4167 1.4275 -1.4972
F3 1.6357 1.6787 1.6736
F4 -2.0023 -0.2150 -2.7702
F5 0.0914 0.1577 -2.3753
F6 3.3705 0.6611 0.8991
O1 -2.5678 -0.7494 0.1733
O2 1.3504 -1.0949 2.4354
O3 -0.7882 -2.2469 -0.8912
N1 -0.2870 -0.2505 0.7123
C1 -1.1284 0.1981 -1.8724
C2 2.0635 0.8298 0.7568

***

No. 11
Computed, not measured: an isolated molecule of CH2N2OS at a distorted geometry, with ωB97M-V with the def2-TZVPD basis set.

Output
Electronic energy ... -16928.3729 eV
Structure (SMILES) ... N#C[S@H](=N)=O
Orbital gap ... 11.1 eV

CARTESIAN COORDINATES (ANGSTROEM)
S1 -0.0069 0.1319 0.6854
O1 0.9257 -0.2046 1.7155
N1 0.0764 -0.5072 -0.6678
N2 -2.7486 -0.3686 1.7440
C1 -1.6833 -0.0499 1.4783
H1 0.3368 -1.4079 -0.5440
H2 0.2482 1.3882 0.3651